ORCA calculation (the ωB97M-V functional and the def2-TZVPD basis) on C32H65GaINO10PS2 as an isolated structure.

CARTESIAN COORDINATES (ANGSTROEM)
C (-4.080665, 3.780691, 1.184085)
C (-3.199046, 2.465363, 0.988847)
O (-2.414580, 2.316811, 2.167839)
C (-4.158519, 1.282808, 0.745382)
Ga (-3.407517, -0.593342, 1.089891)
I (-5.549401, -2.117227, 1.533724)
C (-2.545376, -1.348048, -0.607025)
C (-1.053503, -0.931502, -0.801656)
C (-0.625232, -1.289867, -2.273867)
S (-0.127455, -3.054511, -2.431053)
C (-1.108570, -3.774972, -3.799453)
S (-2.189695, -4.967043, -3.423457)
N (-0.837097, -3.266220, -5.096303)
C (0.418349, -3.791019, -5.663075)
C (0.283589, -3.971334, -7.199035)
O (-0.672453, -4.990937, -7.441470)
C (-1.958511, -4.641727, -6.932069)
C (-1.969595, -3.385943, -6.012357)
P (-2.069248, -0.828411, 3.003114)
O (-0.670581, -0.179696, 2.825235)
H (-3.716556, 4.301189, 2.095242)
H (-4.020022, 4.461617, 0.321169)
H (-5.108451, 3.493304, 1.418295)
H (-2.560192, 2.670370, 0.106591)
H (-1.926412, 3.129839, 2.243498)
H (-5.120870, 1.382529, 1.277679)
H (-4.414927, 1.313929, -0.334488)
H (-3.129941, -0.945638, -1.457990)
H (-2.608499, -2.452175, -0.575786)
H (-0.380440, -1.384585, -0.058866)
H (-0.979225, 0.165931, -0.715659)
H (-1.447408, -0.998338, -2.942289)
H (0.263129, -0.678128, -2.500527)
H (1.203586, -3.032354, -5.488696)
H (0.700633, -4.760796, -5.223781)
H (0.038680, -3.040801, -7.739553)
H (1.253927, -4.327289, -7.575131)
H (-2.411181, -5.534121, -6.471979)
H (-2.599629, -4.386070, -7.806078)
H (-2.945594, -3.321045, -5.510134)
H (-1.928493, -2.504951, -6.682844)
H (-1.837666, -2.213628, 3.286364)
H (-2.741678, -0.321071, 4.168203)
C (-7.669125, 6.221345, 3.655636)
C (-7.341333, 4.945126, 2.923158)
O (-6.777986, 4.960526, 1.854490)
C (-7.742379, 3.648765, 3.576754)
H (-7.323293, 7.072476, 3.070888)
H (-8.748564, 6.304263, 3.794353)
H (-7.168301, 6.233602, 4.625328)
H (-8.825163, 3.619014, 3.712171)
H (-7.244462, 3.548990, 4.542808)
H (-7.444934, 2.815627, 2.941801)
C (4.021430, -1.869195, -2.473952)
C (3.348838, -0.607589, -1.999551)
O (2.299398, -0.240171, -2.479154)
C (4.031526, 0.172218, -0.910300)
H (3.418759, -2.327660, -3.257963)
H (5.008402, -1.633705, -2.875756)
H (4.115741, -2.573704, -1.645752)
H (5.020019, 0.491832, -1.249635)
H (4.127486, -0.445692, -0.014554)
H (3.437333, 1.053018, -0.666398)
C (2.127884, 4.161248, 2.370797)
C (2.448013, 2.893429, 1.621123)
O (3.018330, 2.927456, 0.549043)
C (2.031810, 1.600824, 2.259698)
H (2.482215, 5.019650, 1.799997)
H (1.049049, 4.249471, 2.507231)
H (2.624974, 4.152859, 3.342368)
H (0.945860, 1.576993, 2.392067)
H (2.528058, 1.489727, 3.225418)
H (2.321064, 0.770617, 1.616004)
C (-0.866886, -3.876398, 8.009750)
C (-1.246007, -3.077669, 6.787375)
O (-2.306222, -3.247683, 6.234999)
C (-0.249015, -2.064103, 6.289557)
H (-1.673742, -4.565286, 8.256207)
H (0.039414, -4.451788, 7.812334)
H (-0.704470, -3.206877, 8.856469)
H (0.683728, -2.563244, 6.019579)
H (-0.062021, -1.318107, 7.064811)
H (-0.641686, -1.560709, 5.407785)
C (8.865350, -1.315434, -0.933994)
C (8.179672, -0.070675, -1.432752)
O (7.003586, -0.071123, -1.713456)
C (9.016176, 1.174267, -1.567597)
H (8.144898, -2.130510, -0.886752)
H (9.670258, -1.595693, -1.615612)
H (9.268390, -1.143377, 0.065480)
H (9.827621, 1.002462, -2.276949)
H (9.425818, 1.454744, -0.595748)
H (8.394575, 1.989030, -1.935061)
C (-2.359567, 0.910323, -5.738993)
C (-2.080362, 0.818396, -7.215975)
O (-1.165923, 0.150199, -7.645843)
C (-2.984209, 1.593173, -8.139993)
H (-1.633539, 0.304971, -5.197308)
H (-2.269466, 1.946681, -5.409047)
H (-3.361735, 0.534602, -5.524192)
H (-2.924984, 2.658578, -7.911563)
H (-4.013287, 1.246993, -8.030329)
H (-2.668369, 1.436383, -9.170476)
C (4.884987, -0.160160, 4.556372)
C (4.096075, 0.558510, 5.619666)
O (3.319721, 1.440093, 5.337380)
C (4.312618, 0.133556, 7.048869)
H (4.629338, 0.246176, 3.578953)
H (5.954068, -0.020389, 4.727706)
H (4.642662, -1.224136, 4.568547)
H (5.356576, 0.286052, 7.328739)
H (4.045756, -0.917831, 7.169024)
H (3.681892, 0.733051, 7.703387)

Atoms 1-2, force components in eV/Å:
C 0.784 -0.600 0.407
C -1.883 1.509 -0.043

Computed properties:
- Charge: -1
- Highest occupied orbital energy: -4.7709 eV
- Frontier orbital gap: 0.2418 Eh
- E_tot: -147640.303 eV

Mulliken atomic charge list, values in e, 8 entries: number 1, C, carries -0.87; number 2, C, carries 0.40; number 3, O, carries -0.53; number 4, C, carries -0.56; number 5, Ga, carries 0.03; number 6, I, carries -0.53; number 7, C, carries -0.64; number 8, C, carries -0.45

ORCA calculation (the ωB97M-V functional and the def2-TZVPD basis) on a 5-piece molecular cluster, C32H65N5O13P4S5 overall.

CARTESIAN COORDINATES (ANGSTROEM)
C (1.962510, -5.671787, -0.936583)
C (1.202488, -4.453136, -0.427486)
O (1.551466, -3.285434, -1.195779)
C (1.511462, -2.120449, -0.471051)
C (2.696036, -1.520526, -0.097291)
C (4.003234, -2.127702, -0.536654)
P (4.141662, -2.343793, -2.322190)
O (3.241521, -1.479031, -3.090541)
O (4.021666, -3.909626, -2.613301)
O (5.700826, -2.043951, -2.610829)
C (2.663483, -0.363832, 0.684866)
C (3.907026, 0.387362, 1.087591)
C (4.437409, 1.387844, 0.020140)
N (4.547319, 0.913630, -1.336520)
N (5.795115, 1.734725, 0.429688)
N (3.554160, 2.572389, -0.026637)
C (1.431929, 0.135812, 1.090400)
C (0.252504, -0.466467, 0.689929)
C (0.284409, -1.578778, -0.120570)
N (-0.916470, -2.157465, -0.591269)
C (-1.890259, -1.246961, -1.067492)
C (-2.181033, -0.110567, -0.319166)
C (-3.127940, 0.814807, -0.758579)
C (-3.518932, 2.036426, 0.037818)
C (-5.007473, 2.053677, 0.416361)
P (-5.557149, 1.019024, 1.788908)
O (-5.642576, 1.770644, 3.054893)
O (-4.591957, -0.245166, 1.838185)
C (-4.707312, -1.112137, 2.990697)
C (-3.343008, -1.374019, 3.583196)
O (-7.003987, 0.508231, 1.357306)
C (-7.276721, -0.782467, 0.779859)
C (-6.623069, -1.035045, -0.562666)
C (-3.730187, 0.604191, -1.987616)
C (-3.446111, -0.510562, -2.767939)
P (-4.237620, -0.705395, -4.433871)
N (-4.602855, 0.924385, -4.741191)
O (-5.734210, -1.260392, -3.950217)
C (-2.551275, -1.478394, -2.286304)
P (-2.340589, -3.000656, -3.293591)
C (-2.570879, -4.313262, -2.018932)
O (-0.695126, -3.130848, -3.415720)
S (-1.320078, 0.130742, 1.208472)
H (1.279140, -6.366822, -1.427492)
H (2.720804, -5.388359, -1.663366)
H (2.414745, -6.209309, -0.103895)
H (0.124533, -4.628214, -0.497448)
H (1.411191, -4.252767, 0.626883)
H (4.829753, -1.476400, -0.263450)
H (4.160680, -3.073840, -0.007282)
H (3.677892, -4.064669, -3.518397)
H (6.200653, -2.865148, -2.670114)
H (4.697850, -0.292134, 1.402381)
H (3.645398, 0.987109, 1.965473)
H (5.344785, 0.310420, -1.475098)
H (3.701926, 0.499570, -1.709286)
H (6.149551, 2.393595, -0.260959)
H (5.726296, 2.229013, 1.311948)
H (2.958814, 2.521469, -0.843874)
H (2.953714, 2.616798, 0.786866)
H (1.387049, 1.017127, 1.718530)
H (-0.678352, -2.801549, -1.337767)
H (-2.882789, 2.182630, 0.908301)
H (-3.361039, 2.898620, -0.617279)
H (-5.281757, 3.050630, 0.767593)
H (-5.622086, 1.803264, -0.447940)
H (-5.159403, -2.047831, 2.652309)
H (-5.372948, -0.678224, 3.737663)
H (-3.441414, -1.943553, 4.507759)
H (-2.717221, -1.930071, 2.884699)
H (-2.845452, -0.429197, 3.800584)
H (-7.031149, -1.572975, 1.493941)
H (-8.360901, -0.791360, 0.670903)
H (-7.076609, -0.434270, -1.351221)
H (-5.545695, -0.864130, -0.559101)
H (-6.780209, -2.087741, -0.816356)
H (-4.433229, 1.338454, -2.354518)
H (-4.820011, 1.047611, -5.721896)
H (-5.361856, 1.311166, -4.190730)
H (-5.614196, -1.973836, -3.310784)
H (-2.784293, -3.919611, -1.027077)
H (-1.679251, -4.940957, -1.983249)
H (-3.400931, -4.933318, -2.359932)
H (-0.351192, -2.591461, -4.136988)
C (-9.369276, 1.814684, 3.136118)
S (-10.543594, 0.586698, 2.559531)
O (-10.192013, 0.280024, 1.144629)
C (-11.963606, 1.684212, 2.503913)
H (-8.387599, 1.350324, 3.189095)
H (-9.337094, 2.642143, 2.427902)
H (-9.673463, 2.159927, 4.124619)
H (-11.744908, 2.519401, 1.839013)
H (-12.184630, 2.038539, 3.510535)
H (-12.807588, 1.114982, 2.120486)
C (5.196712, 6.190273, -0.215110)
S (6.939851, 5.880987, 0.082859)
O (7.294009, 4.658617, -0.690202)
C (6.736848, 5.391129, 1.794051)
H (5.088018, 6.476805, -1.259068)
H (4.635169, 5.274872, -0.020318)
H (4.860441, 7.001363, 0.431227)
H (6.046374, 4.549253, 1.847176)
H (6.351904, 6.229146, 2.372038)
H (7.714659, 5.093287, 2.170737)
C (7.248006, 7.724897, 5.711391)
S (6.051198, 6.409867, 5.459417)
O (5.244576, 6.790287, 4.268891)
C (5.036219, 6.800316, 6.887605)
H (7.960038, 7.684790, 4.889705)
H (6.732676, 8.684979, 5.710570)
H (7.768093, 7.565119, 6.655769)
H (4.679232, 7.826097, 6.802617)
H (5.621855, 6.667576, 7.797297)
H (4.193728, 6.112487, 6.889479)
C (6.166023, -6.041522, -3.900804)
S (5.649199, -5.184704, -5.394630)
O (4.204726, -4.852990, -5.218215)
C (5.720438, -6.626927, -6.457674)
H (6.142148, -5.330948, -3.078863)
H (5.472729, -6.856704, -3.694746)
H (7.179028, -6.419593, -4.037266)
H (5.057018, -7.397498, -6.066117)
H (6.748267, -6.985587, -6.503348)
H (5.392389, -6.322379, -7.448965)

Atoms 1-2, force components in eV/Å:
C -0.334 -0.206 -0.070
C -0.065 -0.014 0.061

Computed properties:
- Highest occupied orbital energy: -7.5309 eV
- Frontier orbital gap: 0.2904 Eh
- E_tot: -159642.750 eV

Mulliken atomic charge list, values in e, 8 entries: number 1, C, carries -1.00; number 2, C, carries -0.19; number 3, O, carries -0.16; number 4, C, carries -0.02; number 5, C, carries 0.55; number 6, C, carries -0.81; number 7, P, carries 0.60; number 8, O, carries -0.74